No. 1
Here is one molecule with the formula C5H8O from the Open Molecules 2025 dataset. Energies are from the ωB97M-V functional and the def2-TZVPD basis.

Each atom is followed by the atoms it is bonded to, with distances in Å.
Element x y z (Å)
1 O 2.5644 -0.3190 -0.8233  C2 1.208
2 C 1.8882 0.3944 -0.1208  O1 1.208, C3 1.504, H7 1.114
3 C 0.5688 -0.0051 0.4805  C2 1.504, C4 1.542, C6 1.553, H8 1.097
4 C -0.2093 -1.1419 -0.2122  C3 1.542, C5 1.548, H9 1.094, H10 1.093
5 C -1.4575 -0.2282 -0.2800  C4 1.548, C6 1.550, H11 1.094, H12 1.094
6 C -0.6273 0.9618 0.2647  C3 1.553, C5 1.550, H13 1.096, H14 1.093
7 H 2.2249 1.4268 0.1280  C2 1.114
8 H 0.7497 -0.1842 1.5480  C3 1.097
9 H 0.2157 -1.4064 -1.1845  C4 1.094
10 H -0.3206 -2.0572 0.3745  C4 1.093
11 H -1.8848 -0.0833 -1.2763  C5 1.094
12 H -2.2605 -0.5371 0.3955  C5 1.094
13 H -0.4398 1.7524 -0.4703  C6 1.096
14 H -1.0121 1.4271 1.1762  C6 1.093

As for the total charge: 0. As for the energy above the lowest of the compared OMol25 structures with the same formula, charge and spin: 27.5 kcal per mole. The SMILES is O=CC1CCC1.

So, what does the natural (NBO) scheme give us? The charges, in e, come out as:
1 O -0.52
2 C 0.45
3 C -0.33
4 C -0.40
5 C -0.40
6 C -0.39
7 H 0.10
8 H 0.23
9 H 0.22
10 H 0.21
11 H 0.21
12 H 0.20
13 H 0.21
14 H 0.21


No. 2
Here is one molecule with the formula C4H10N2O at a distorted geometry from the Open Molecules 2025 dataset. Energies are from the ωB97M-V functional and the def2-TZVPD basis.

Each atom is followed by the atoms it is bonded to, with distances in Å.
Element x y z (Å)
1 C 1.1586 0.5414 2.0118  C2 1.550, H8 1.171, H9 0.987, H10 1.051
2 C 0.6524 0.2165 0.5834  C1 1.550, C3 1.549, N4 1.415, H11 1.160
3 C 1.1146 -1.2442 0.3584  C2 1.549, H12 1.094, H13 1.207, H14 1.188
4 N -0.7426 0.0584 0.7627  C2 1.415, C5 1.334
5 C -1.6394 -0.0403 -0.2203  N4 1.334, N6 1.341, H15 1.037
6 N -1.2398 0.3248 -1.4472  C5 1.341, O7 1.581, H16 1.012
7 O 0.2893 0.3059 -1.8487  N6 1.581, H17 0.941
8 H 0.9702 -0.3576 2.7390  C1 1.171
9 H 0.7896 1.4262 2.2452  C1 0.987
10 H 2.1897 0.6984 1.8799  C1 1.051
11 H 0.8288 1.0896 -0.1602  C2 1.160
12 H 2.1926 -1.3889 0.4749  C3 1.094
13 H 0.3631 -1.6769 1.1984  C3 1.207
14 H 0.4392 -1.3525 -0.6129  C3 1.188
15 H -2.6679 -0.1281 -0.1223  C5 1.037
16 H -1.7713 0.2760 -2.3077  N6 1.012
17 H 0.5109 -0.5562 -2.1525  O7 0.941

As for the total charge: 0. As for the energy above the lowest of the compared OMol25 structures with the same formula, charge and spin: 153.8 kcal per mole. The SMILES is CC(C)/N=C\NO.

So, what does the natural (NBO) scheme give us? The charges, in e, come out as:
1 C -0.58
2 C -0.09
3 C -0.64
4 N -0.50
5 C 0.21
6 N -0.35
7 O -0.57
8 H 0.20
9 H 0.20
10 H 0.19
11 H 0.22
12 H 0.23
13 H 0.24
14 H 0.19
15 H 0.20
16 H 0.39
17 H 0.47


No. 3
Here is one molecule with the formula C20H29N4O5PS2 at a distorted geometry from the Open Molecules 2025 dataset. Energies are from the ωB97M-V functional and the def2-TZVPD basis.

Each atom is followed by the atoms it is bonded to, with distances in Å.
Element x y z (Å)
1 C 4.2338 4.4167 1.0071  C2 1.604, H33 1.126, H34 1.121, H35 1.125
2 C 3.6560 4.4138 -0.4887  C1 1.604, C3 1.577, H36 1.128, H37 1.131
3 C 3.7383 2.9241 -0.9989  C2 1.577, O4 1.211, O5 1.410
4 O 4.7621 2.5458 -1.5227  C3 1.211
5 O 2.6163 2.1013 -0.7710  C3 1.410, C6 1.439
6 C 2.3460 1.3071 -1.9403  O5 1.439, C7 1.585, H38 1.127, H39 1.126
7 C 3.1588 -0.0534 -1.9044  C6 1.585, C8 1.575, H40 1.124, H41 1.136
8 C 2.7157 -1.0078 -0.7320  C7 1.575, C9 1.477, N30 1.412
9 C 1.4834 -1.7841 -0.9755  C8 1.477, C10 1.506, H42 1.125
10 C 0.9846 -2.7389 0.0777  C9 1.506, C11 1.565, C22 1.466
11 C -0.3475 -3.5120 -0.1988  C10 1.565, C12 1.593, H43 1.132, H44 1.128
12 C -1.5296 -2.8699 0.6541  C11 1.593, C13 1.578, H45 1.122, H46 1.136
13 C -2.9324 -2.9261 -0.0658  C12 1.578, S14 1.842, H47 1.136, H48 1.122
14 S -3.1533 -1.6811 -1.4049  C13 1.842, C15 1.861
15 C -3.6332 -0.0569 -0.6327  S14 1.861, S16 1.650, N17 1.420
16 S -2.4997 1.1408 -0.6808  C15 1.650
17 N -4.9231 -0.0106 -0.0414  C15 1.420, C18 1.476, C20 1.488
18 C -5.1356 1.1377 0.8615  N17 1.476, C19 1.584, H49 1.132, H50 1.134
19 C -5.4594 2.5287 0.1753  C18 1.584, H51 1.128, H52 1.120, H53 1.134
20 C -6.0380 -0.2390 -1.0003  N17 1.488, C21 1.584, H54 1.134, H55 1.134
21 C -5.7497 0.1969 -2.4957  C20 1.584, H56 1.121, H57 1.132, H58 1.133
22 C 1.7772 -2.8452 1.3065  C10 1.466, O23 1.427, C26 1.490
23 O 1.3630 -3.7397 2.3382  C22 1.427, C24 1.379
24 C 0.8595 -3.0115 3.3952  O23 1.379, N25 1.151
25 N 0.6238 -2.5384 4.4180  C24 1.151
26 C 3.0097 -2.0241 1.4715  C22 1.490, C27 1.592, N30 1.407
27 C 3.8772 -2.1209 2.8030  C26 1.592, O28 1.239, O29 1.285
28 O 3.5384 -1.3212 3.6874  C27 1.239
29 O 4.8438 -2.9580 2.9337  C27 1.285
30 N 3.4358 -1.1242 0.4775  C8 1.412, C26 1.407, P31 1.795
31 P 4.9055 -0.1485 0.8106  N30 1.795, N32 1.580, H59 1.433, H60 1.429
32 N 4.4475 1.1483 1.5885  P31 1.580, H61 1.023
33 H 3.3920 4.0692 1.6688  C1 1.126
34 H 4.6118 5.4238 1.3211  C1 1.121
35 H 5.0251 3.6174 1.0464  C1 1.125
36 H 4.2675 5.0720 -1.1708  C2 1.128
37 H 2.5939 4.8008 -0.5133  C2 1.131
38 H 1.2591 1.0338 -2.0582  C6 1.127
39 H 2.6782 1.8571 -2.8649  C6 1.126
40 H 4.2733 0.0855 -1.9551  C7 1.124
41 H 2.8828 -0.6121 -2.8537  C7 1.136
42 H 0.9117 -1.6487 -1.9344  C9 1.125
43 H -0.6543 -3.4456 -1.2862  C11 1.132
44 H -0.2111 -4.6122 0.0115  C11 1.128
45 H -1.3132 -1.8074 0.9441  C12 1.122
46 H -1.5995 -3.4929 1.6010  C12 1.136
47 H -2.9982 -3.9415 -0.5701  C13 1.136
48 H -3.7813 -2.8513 0.6644  C13 1.122
49 H -4.2332 1.3025 1.5249  C18 1.132
50 H -5.9799 0.8820 1.5740  C18 1.134
51 H -4.4988 3.1197 0.1414  C19 1.128
52 H -5.8386 2.4738 -0.8772  C19 1.120
53 H -6.1758 3.1269 0.8187  C19 1.134
54 H -6.9291 0.3742 -0.6601  C20 1.134
55 H -6.3957 -1.3136 -0.9445  C20 1.134
56 H -5.1031 1.1061 -2.6006  C21 1.121
57 H -6.7229 0.3946 -3.0380  C21 1.132
58 H -5.2754 -0.6834 -3.0279  C21 1.133
59 H 5.8666 -0.9227 1.5384  P31 1.433
60 H 5.5366 0.2929 -0.3934  P31 1.429
61 H 3.4361 1.1494 1.7416  N32 1.023

The total energy is -2512.2002 Eh. As for the total charge: 0.

So, what does the natural (NBO) scheme give us? The charges, in e, come out as:
1 C -0.61
2 C -0.51
3 C 0.84
4 O -0.60
5 O -0.54
6 C -0.07
7 C -0.49
8 C 0.30
9 C -0.26
10 C 0.08
11 C -0.46
12 C -0.42
13 C -0.53
14 S 0.18
15 C -0.05
16 S -0.01
17 N -0.49
18 C -0.23
19 C -0.65
20 C -0.23
21 C -0.66
22 C 0.28
23 O -0.47
24 C 0.50
25 N -0.31
26 C 0.20
27 C 0.67
28 O -0.63
29 O -0.69
30 N -0.61
31 P 1.44
32 N -1.28
33 H 0.22
34 H 0.22
35 H 0.25
36 H 0.23
37 H 0.22
38 H 0.21
39 H 0.20
40 H 0.26
41 H 0.24
42 H 0.25
43 H 0.23
44 H 0.25
45 H 0.23
46 H 0.23
47 H 0.23
48 H 0.24
49 H 0.23
50 H 0.21
51 H 0.23
52 H 0.21
53 H 0.22
54 H 0.22
55 H 0.22
56 H 0.23
57 H 0.23
58 H 0.23
59 H 0.03
60 H -0.02
61 H 0.39


Please write out number 2 again, unchanged.
Here is one molecule with the formula C4H10N2O at a distorted geometry from the Open Molecules 2025 dataset. Energies are from the ωB97M-V functional and the def2-TZVPD basis.

Each atom is followed by the atoms it is bonded to, with distances in Å.
Element x y z (Å)
1 C 1.1586 0.5414 2.0118  C2 1.550, H8 1.171, H9 0.987, H10 1.051
2 C 0.6524 0.2165 0.5834  C1 1.550, C3 1.549, N4 1.415, H11 1.160
3 C 1.1146 -1.2442 0.3584  C2 1.549, H12 1.094, H13 1.207, H14 1.188
4 N -0.7426 0.0584 0.7627  C2 1.415, C5 1.334
5 C -1.6394 -0.0403 -0.2203  N4 1.334, N6 1.341, H15 1.037
6 N -1.2398 0.3248 -1.4472  C5 1.341, O7 1.581, H16 1.012
7 O 0.2893 0.3059 -1.8487  N6 1.581, H17 0.941
8 H 0.9702 -0.3576 2.7390  C1 1.171
9 H 0.7896 1.4262 2.2452  C1 0.987
10 H 2.1897 0.6984 1.8799  C1 1.051
11 H 0.8288 1.0896 -0.1602  C2 1.160
12 H 2.1926 -1.3889 0.4749  C3 1.094
13 H 0.3631 -1.6769 1.1984  C3 1.207
14 H 0.4392 -1.3525 -0.6129  C3 1.188
15 H -2.6679 -0.1281 -0.1223  C5 1.037
16 H -1.7713 0.2760 -2.3077  N6 1.012
17 H 0.5109 -0.5562 -2.1525  O7 0.941

As for the total charge: 0. As for the energy above the lowest of the compared OMol25 structures with the same formula, charge and spin: 153.8 kcal per mole. The SMILES is CC(C)/N=C\NO.

So, what does the natural (NBO) scheme give us? The charges, in e, come out as:
1 C -0.58
2 C -0.09
3 C -0.64
4 N -0.50
5 C 0.21
6 N -0.35
7 O -0.57
8 H 0.20
9 H 0.20
10 H 0.19
11 H 0.22
12 H 0.23
13 H 0.24
14 H 0.19
15 H 0.20
16 H 0.39
17 H 0.47